[1]
17
Properties=species:S:1:pos:R:3 method="wB97M-V/def2-TZVPD" charge=0 e_tot_ev=-8428.730 spin_multiplicity=1
C -2.220 -0.447 0.132
C -0.758 -0.164 0.152
O -0.401 1.138 0.463
C 0.882 1.464 0.066
C 1.830 0.520 0.087
C 1.441 -0.702 0.864
C 0.203 -1.100 0.123
H -2.840 0.392 -0.191
H -2.511 -0.718 1.156
H -2.404 -1.327 -0.493
H -0.480 0.637 -2.033
H 0.050 1.160 -2.030
H 0.991 2.503 -0.223
H 2.746 0.553 -0.491
H 1.152 -0.394 1.887
H 2.200 -1.481 0.950
H 0.119 -2.037 -0.418

***

[2]
17
Properties=species:S:1:pos:R:3 method="wB97M-V/def2-TZVPD" charge=0 e_tot_ev=-8427.888 spin_multiplicity=1
C -2.182 0.175 -0.066
C -1.072 -0.283 0.675
C -0.178 -1.369 0.143
C 1.294 -1.067 -0.042
C 1.863 0.119 -0.239
C 1.164 1.451 -0.244
O -0.136 1.364 0.271
H -3.012 0.634 0.464
H -2.438 -0.360 -0.978
H -1.209 1.165 -0.322
H -1.011 -0.096 1.743
H -0.579 -1.718 -0.818
H -0.275 -2.221 0.830
H 1.928 -1.953 -0.075
H 2.937 0.155 -0.416
H 1.762 2.166 0.346
H 1.145 1.841 -1.275

***

[3]
17
Properties=species:S:1:pos:R:3 method="wB97M-V/def2-TZVPD" charge=0 e_tot_ev=-8429.339 spin_multiplicity=1
O -4.224 0.435 -0.355
C -3.211 0.198 -0.946
C -1.879 -0.074 -0.266
C -0.493 0.675 -0.681
C 0.578 0.280 0.377
C 1.878 0.059 0.168
C 2.899 -0.712 0.977
H -3.151 0.087 -2.131
H -1.723 -1.221 -0.125
H -2.006 0.175 0.800
H -0.590 1.868 -0.531
H -0.199 0.417 -1.720
H 0.256 -0.031 1.414
H 2.361 0.479 -0.725
H 3.714 -0.112 1.327
H 2.312 -0.944 1.904
H 3.478 -1.579 0.512

***

[4]
17
Properties=species:S:1:pos:R:3 method="wB97M-V/def2-TZVPD" charge=0 e_tot_ev=-8429.921 spin_multiplicity=1
C 2.050 0.514 -0.181
C 0.877 -0.451 -0.218
C -0.014 -0.726 1.036
C -1.240 -0.370 0.193
O -2.424 -1.088 0.191
C -1.146 1.033 -0.314
C -0.377 -0.067 -1.004
H 2.730 0.290 0.648
H 1.736 1.559 -0.084
H 2.623 0.422 -1.113
H 1.246 -1.412 -0.586
H 0.166 -0.110 1.925
H -0.001 -1.783 1.319
H -3.008 -0.694 0.852
H -2.024 1.361 -0.865
H -0.642 1.819 0.251
H -0.552 -0.295 -2.051

***

[5]
17
Properties=species:S:1:pos:R:3 method="wB97M-V/def2-TZVPD" charge=0 e_tot_ev=-8428.082 spin_multiplicity=1
C 2.633 0.134 0.682
O 1.311 0.400 0.206
C 1.014 -0.116 -0.966
C -1.095 -1.130 -0.357
C -1.580 -0.111 0.697
C -1.266 1.038 -0.284
C -0.464 0.054 -1.171
H 2.999 1.036 1.175
H 3.270 -0.156 -0.155
H 2.573 -0.680 1.410
H -0.388 -1.896 -0.019
H -1.905 -1.623 -0.899
H -2.618 -0.215 1.026
H -0.931 -0.086 1.577
H -2.159 1.410 -0.795
H -0.704 1.887 0.116
H -0.689 0.054 -2.241

***

[6]
17
Properties=species:S:1:pos:R:3 method="wB97M-V/def2-TZVPD" charge=0 e_tot_ev=-8426.620 spin_multiplicity=1
C -0.066 -1.464 -1.361
C -0.133 -0.485 -0.044
C -1.370 0.417 0.114
C -0.441 1.630 0.405
C 0.796 0.763 -0.026
C 1.441 0.047 1.176
O 0.505 -1.077 1.069
H -0.668 -2.285 -1.007
H -0.514 -1.073 -2.300
H 0.929 -1.878 -1.644
H -1.898 0.520 -0.840
H -2.069 0.099 0.888
H -0.448 1.899 1.479
H -0.657 2.556 -0.140
H 0.779 0.084 -1.022
H 1.332 0.540 2.162
H 2.481 -0.293 1.091

***

[7]
17
Properties=species:S:1:pos:R:3 method="wB97M-V/def2-TZVPD" charge=0 e_tot_ev=-8428.595 spin_multiplicity=1
C 1.147 -1.733 -3.093
C 1.150 -1.379 -1.683
C -0.055 -0.801 -1.003
C 0.055 0.088 0.039
C -0.731 0.469 1.167
C -0.453 1.590 1.936
O -1.413 1.978 2.868
H 0.215 -2.271 -3.289
H 0.842 -1.020 -3.860
H 1.980 -2.283 -3.314
H 1.260 -2.291 -1.049
H 2.006 -0.644 -1.511
H -0.986 -1.417 -1.156
H 1.193 0.573 -0.036
H -1.362 -0.275 1.691
H 0.326 2.297 1.783
H -0.847 2.104 3.616

***

[8]
17
Properties=species:S:1:pos:R:3 method="wB97M-V/def2-TZVPD" charge=0 e_tot_ev=-8429.242 spin_multiplicity=1
C -2.162 -0.172 0.535
C -0.691 -0.245 0.793
O -0.173 -1.586 0.809
C 0.976 -1.082 0.161
C 0.730 -0.824 -1.265
C 0.359 0.239 -0.248
C 1.181 1.513 -0.253
H -2.446 0.884 0.557
H -2.369 -0.598 -0.449
H -2.726 -0.723 1.295
H -0.424 0.183 1.774
H 1.906 -1.085 0.708
H 1.649 -0.586 -1.796
H 0.014 -1.422 -1.824
H 1.116 2.119 -1.167
H 0.937 2.163 0.591
H 2.239 1.231 -0.159

***

[9]
17
Properties=species:S:1:pos:R:3 method="wB97M-V/def2-TZVPD" charge=0 e_tot_ev=-8428.242 spin_multiplicity=1
C -1.303 0.789 0.755
C -1.892 -0.413 0.641
C 0.707 2.145 0.539
C 0.121 1.033 1.023
C 0.921 -0.086 1.577
C 2.248 -0.087 1.636
H -1.852 1.726 0.742
H -2.620 -0.554 -0.139
H -1.531 -1.269 1.190
H 1.519 2.694 0.989
H 0.089 2.746 -0.117
H 0.374 -0.770 2.225
H 2.906 -0.655 2.272
H 2.739 0.651 1.001
H -0.947 -2.541 -4.015
H -0.437 -2.453 -5.440
O -1.041 -2.955 -4.879

***

[10]
17
Properties=species:S:1:pos:R:3 method="wB97M-V/def2-TZVPD" charge=0 e_tot_ev=-8429.451 spin_multiplicity=1
C 2.152 -0.266 0.132
C 0.641 -0.066 0.533
C 0.205 1.176 -0.227
C -1.281 1.251 -0.270
C -1.852 0.078 -0.013
C -0.880 -1.008 0.394
O -1.213 -2.180 -0.347
H 2.323 -0.359 -0.949
H 2.736 0.639 0.415
H 2.661 -1.097 0.625
H 0.661 0.063 1.624
H 0.483 0.827 -1.223
H 0.708 2.128 -0.019
H -1.802 2.124 -0.641
H -2.888 -0.131 -0.281
H -0.976 -1.339 1.429
H -1.724 -1.933 -1.134

***

[11]
17
Properties=species:S:1:pos:R:3 method="wB97M-V/def2-TZVPD" charge=0 e_tot_ev=-8426.115 spin_multiplicity=1
C -0.525 0.705 -1.938
C -0.365 0.614 -0.455
C -1.087 -0.396 0.428
C 0.234 -0.517 1.192
O 0.320 -0.547 2.567
C 1.330 -0.994 0.287
C 0.929 0.453 0.269
H -1.373 0.219 -2.428
H 0.333 0.948 -2.570
H -0.869 1.642 -1.234
H -0.799 1.820 0.101
H -1.493 -1.298 -0.046
H -1.856 0.122 0.996
H 0.345 -1.472 2.838
H 2.278 -1.164 0.788
H 1.126 -1.643 -0.565
H 1.609 1.272 0.470

***

[12]
17
Properties=species:S:1:pos:R:3 method="wB97M-V/def2-TZVPD" charge=0 e_tot_ev=-8425.194 spin_multiplicity=1
C 0.693 -0.558 -0.576
C 0.724 0.626 -0.022
C -0.442 0.322 -0.782
C 1.187 -1.962 -0.675
C 1.330 1.752 0.691
C -2.229 -0.179 1.067
O -1.011 0.824 -1.987
H 0.538 -2.708 -0.216
H 2.131 -2.194 -0.267
H 1.248 -2.437 -1.614
H 1.929 1.511 1.497
H 0.653 2.376 1.160
H 1.924 2.242 -0.012
H -3.101 0.373 0.640
H -1.609 0.401 1.838
H -2.011 -1.245 1.013
H -1.954 0.856 -1.756

***

[13]
17
Properties=species:S:1:pos:R:3 method="wB97M-V/def2-TZVPD" charge=0 e_tot_ev=-8430.969 spin_multiplicity=1
C 2.233 0.061 -0.011
C 0.748 -0.148 -0.013
C 0.049 -1.156 0.519
C -1.440 -0.902 0.382
C -1.470 0.030 -0.839
C -0.248 0.899 -0.515
O -0.612 1.804 0.541
H 2.485 0.978 0.535
H 2.633 0.169 -1.027
H 2.757 -0.773 0.469
H 0.476 -2.006 1.046
H -1.751 -0.285 1.234
H -2.082 -1.788 0.355
H -1.313 -0.531 -1.771
H -2.385 0.623 -0.925
H 0.116 1.524 -1.339
H -0.198 1.502 1.359

***

[14]
17
Properties=species:S:1:pos:R:3 method="wB97M-V/def2-TZVPD" charge=0 e_tot_ev=-8425.488 spin_multiplicity=1
C 1.243 1.689 -0.341
C 0.964 0.218 -0.131
O 0.576 0.040 1.296
C -0.456 -0.727 1.338
C -1.130 -1.085 0.092
C -1.534 0.159 -0.658
C -0.177 -0.418 -0.890
H 2.023 2.050 0.334
H 0.337 2.283 -0.191
H 1.579 1.838 -1.370
H 1.875 -0.378 -0.239
H -0.016 -2.600 1.216
H -0.807 -0.927 2.345
H -0.686 -2.373 0.611
H -1.622 1.130 -0.175
H -2.277 0.006 -1.431
H 0.074 -0.907 -1.826

***

[15]
17
Properties=species:S:1:pos:R:3 method="wB97M-V/def2-TZVPD" charge=0 e_tot_ev=-8431.028 spin_multiplicity=1
C 2.348 1.209 -0.334
C 1.005 0.650 -0.744
C -1.558 -2.169 0.930
C -1.113 -1.397 -0.055
C -1.394 0.078 -0.151
C -0.153 0.898 0.206
O 0.858 0.051 -1.789
H 2.244 2.252 -0.016
H 3.041 1.135 -1.173
H 2.747 0.647 0.519
H -2.212 -1.775 1.706
H -1.286 -3.219 0.993
H -0.464 -1.816 -0.822
H -2.211 0.340 0.532
H -1.707 0.340 -1.168
H -0.367 1.977 0.171
H 0.169 0.688 1.236

***

[16]
17
Properties=species:S:1:pos:R:3 method="wB97M-V/def2-TZVPD" charge=0 e_tot_ev=-8430.488 spin_multiplicity=1
O 3.170 1.198 1.132
C 2.205 0.474 1.021
C 0.802 0.909 0.866
C 0.290 0.626 -0.582
C -0.722 -0.523 -0.618
C -0.259 -1.752 -0.745
C -2.125 -0.096 -0.310
H 2.421 -0.619 0.999
H 0.162 0.433 1.615
H 0.738 1.970 1.124
H 1.130 0.440 -1.247
H -0.212 1.545 -0.881
H -0.914 -2.616 -0.773
H 0.786 -1.997 -0.872
H -2.382 0.835 -0.810
H -2.292 0.042 0.757
H -2.799 -0.869 -0.676

***

[17]
17
Properties=species:S:1:pos:R:3 method="wB97M-V/def2-TZVPD" charge=0 e_tot_ev=-8428.125 spin_multiplicity=1
O 2.820 -0.684 1.160
C 1.859 -0.320 0.284
C -0.492 -0.915 -0.851
C -1.496 -0.630 0.255
C -1.516 0.828 -0.116
C -0.051 0.889 -0.554
C 1.153 0.816 0.305
H 2.717 -0.117 1.934
H 1.719 -1.052 -0.500
H 0.034 -1.884 -0.689
H -0.911 -0.987 -1.851
H -1.026 -0.769 1.237
H -2.449 -1.160 0.242
H -2.053 0.896 -1.074
H -1.937 1.566 0.564
H 0.045 1.835 -1.150
H 1.586 1.688 0.806

***

[18]
17
Properties=species:S:1:pos:R:3 method="wB97M-V/def2-TZVPD" charge=0 e_tot_ev=-8426.870 spin_multiplicity=1
C 0.457 0.563 -1.774
C -0.294 0.517 -0.441
C -1.293 -0.663 -0.283
C -1.310 -1.177 1.161
C -0.219 -0.466 1.763
C 0.624 0.409 0.818
O 1.892 -0.178 0.583
H 1.068 -0.334 -1.922
H -0.243 0.628 -2.616
H 1.130 1.426 -1.832
H -0.866 1.450 -0.340
H -1.016 -1.518 -0.928
H -2.306 -0.391 -0.621
H 0.428 -1.046 2.585
H -0.238 -0.224 2.916
H 0.846 1.398 1.228
H 1.738 -1.089 0.297

***

[19]
17
Properties=species:S:1:pos:R:3 method="wB97M-V/def2-TZVPD" charge=0 e_tot_ev=-8429.890 spin_multiplicity=1
C 2.784 -1.638 0.642
C 1.806 -0.761 -0.040
C 0.644 -0.210 0.412
C -0.216 0.477 -0.483
C -1.522 0.665 -0.170
O -1.814 0.436 1.189
C -2.550 1.516 -0.873
H 3.721 -1.088 0.518
H 2.652 -1.622 1.725
H 2.882 -2.683 0.355
H 2.126 -0.404 -1.036
H 0.421 -0.578 1.412
H 0.126 0.506 -1.509
H -2.779 0.397 1.197
H -3.333 0.841 -1.239
H -2.025 1.792 -1.795
H -2.924 2.355 -0.304

***

[20]
17
Properties=species:S:1:pos:R:3 method="wB97M-V/def2-TZVPD" charge=0 e_tot_ev=-8430.225 spin_multiplicity=1
C 1.676 -0.906 -0.035
C 0.370 -0.124 -0.042
C -0.578 0.218 -1.261
C -1.571 0.424 -0.094
C -0.884 -0.764 0.595
O -1.062 1.569 0.587
C 0.336 1.253 0.653
H 2.399 -0.532 -0.772
H 1.467 -1.969 -0.172
H 2.196 -0.821 0.933
H -0.348 1.092 -1.880
H -0.871 -0.617 -1.909
H -2.653 0.493 -0.215
H -1.148 -1.704 0.097
H -0.905 -0.860 1.682
H 0.917 2.024 0.130
H 0.661 1.226 1.702

***

[21]
17
Properties=species:S:1:pos:R:3 method="wB97M-V/def2-TZVPD" charge=0 e_tot_ev=-8430.627 spin_multiplicity=1
C 2.429 -0.012 0.206
C 0.934 0.020 0.016
C 0.108 -0.947 0.430
C -1.401 -0.977 0.397
C -2.086 0.209 -0.277
C 0.512 1.307 -0.639
O 0.817 2.389 -0.185
H 2.734 0.862 0.792
H 2.936 0.062 -0.763
H 2.768 -0.922 0.707
H 0.560 -1.819 0.914
H -1.753 -1.057 1.435
H -1.727 -1.910 -0.083
H -1.955 0.179 -1.363
H -3.160 0.225 -0.071
H -0.031 1.232 -1.605
H -1.685 1.159 0.088

***

[22]
17
Properties=species:S:1:pos:R:3 method="wB97M-V/def2-TZVPD" charge=0 e_tot_ev=-8427.524 spin_multiplicity=1
O 1.589 -1.386 1.521
C 1.537 -1.045 0.206
C 0.884 -1.691 -0.757
C -1.892 -0.393 0.568
C -2.446 0.813 0.519
C 0.562 2.220 -0.760
C 1.727 2.353 -1.027
H 1.095 -2.208 1.646
H 2.095 -0.133 0.023
H 0.308 -2.594 -0.561
H 0.901 -1.311 -1.771
H -1.230 -0.685 1.380
H -2.062 -1.133 -0.210
H -3.095 1.111 -0.302
H -2.269 1.552 1.298
H -0.468 2.067 -0.512
H 2.764 2.462 -1.259

***

[23]
18
Properties=species:S:1:pos:R:3 method="wB97M-V/def2-TZVPD" charge=0 e_tot_ev=-10470.585 spin_multiplicity=1
C 0.015 -0.248 1.821
C -1.488 -0.067 1.133
C -1.081 0.523 -0.269
C -0.551 -0.175 -1.540
C 1.887 -0.080 -0.706
C 0.761 -0.244 0.411
H 0.664 0.689 2.408
H 0.126 -1.127 2.268
H -2.027 -1.049 1.218
H -1.817 0.978 1.486
H -1.800 1.433 -0.548
H -0.859 -1.089 -1.713
H -0.591 0.286 -2.663
H 2.489 0.979 -0.529
H 2.809 -0.708 -0.976
H 0.406 -1.110 0.000
O 0.859 0.021 -1.783
O 0.197 0.989 -0.019

***

[24]
18
Properties=species:S:1:pos:R:3 method="wB97M-V/def2-TZVPD" charge=0 e_tot_ev=-10477.268 spin_multiplicity=1
C -0.409 0.054 -0.579
C -1.727 -0.049 0.333
C -0.358 1.260 -1.486
C 1.261 0.547 1.546
C 0.932 -1.365 -0.254
C 0.659 -0.229 0.438
O -0.098 -1.181 -1.233
O 1.490 -2.560 -0.009
H 1.168 -3.201 -0.663
H 0.675 1.451 -1.793
H -1.845 -1.032 0.794
H -1.738 0.749 1.072
H -2.553 0.098 -0.341
H -0.966 1.065 -2.362
H -0.755 2.138 -0.970
H 0.505 0.919 2.248
H 1.959 -0.077 2.102
H 1.799 1.415 1.154

***

[25]
18
Properties=species:S:1:pos:R:3 method="wB97M-V/def2-TZVPD" charge=0 e_tot_ev=-10477.036 spin_multiplicity=1
C 2.150 -0.088 0.841
C -0.122 0.210 -1.720
C -0.942 0.261 -0.470
C -0.418 -0.532 0.712
C 0.800 0.128 1.363
C -2.066 0.952 -0.369
O 1.490 1.134 0.688
O -0.038 -1.850 0.353
H -0.800 -2.288 -0.042
H 2.273 -0.678 -0.058
H 2.991 -0.090 1.525
H -1.208 -0.579 1.480
H 0.696 0.300 2.431
H 0.248 -0.799 -1.894
H -0.704 0.535 -2.578
H 0.737 0.871 -1.611
H -2.639 0.986 0.542
H -2.448 1.528 -1.194

***

[26]
18
Properties=species:S:1:pos:R:3 method="wB97M-V/def2-TZVPD" charge=0 e_tot_ev=-10468.025 spin_multiplicity=1
C -1.065 1.770 -0.452
C -0.502 0.920 0.508
C -1.078 -0.549 -0.129
C 0.284 -1.221 -0.455
C 1.558 -1.699 0.501
C 0.836 -0.556 0.874
H -1.135 2.786 0.179
H -2.121 1.202 -1.264
H 0.204 1.724 -1.259
H -0.806 1.078 1.702
H -1.831 -0.568 -1.059
H -1.717 -0.862 0.617
H 1.023 0.341 -1.267
H 1.795 -2.545 1.195
H 2.498 -1.444 -0.203
H 0.220 -0.735 1.680
O 0.852 -0.628 -1.561
O 0.985 0.986 0.393

***

[27]
18
Properties=species:S:1:pos:R:3 method="wB97M-V/def2-TZVPD" charge=0 e_tot_ev=-10471.601 spin_multiplicity=1
C -0.994 -1.972 1.563
C -2.021 -0.857 1.078
C -0.641 0.365 -0.488
C 0.238 0.346 -1.441
C 1.304 1.238 -1.479
C 2.289 1.599 -0.409
H 0.015 -1.449 2.254
H -2.007 -2.821 2.133
H -0.433 -2.496 0.361
H -2.131 0.108 1.680
H -2.979 -1.200 0.866
H -0.365 1.230 0.343
H 0.473 -0.071 -2.431
H 1.222 1.912 -2.317
H 2.403 1.035 0.531
H 2.703 2.683 -0.484
O -1.683 -0.331 -0.223
O 2.609 0.683 -1.538

***

[28]
18
Properties=species:S:1:pos:R:3 method="wB97M-V/def2-TZVPD" charge=0 e_tot_ev=-10478.690 spin_multiplicity=1
O 1.833 1.272 0.870
C 1.726 0.630 -0.143
O 2.734 -0.146 -0.609
C 0.642 0.821 -1.176
C -0.535 -0.118 -1.063
C -0.863 -0.533 0.374
C -0.317 -1.597 0.939
C -1.871 0.378 1.029
H 3.489 -0.387 -0.039
H 0.322 1.860 -1.074
H 1.155 0.730 -2.130
H -1.387 0.423 -1.476
H -0.463 -1.031 -1.665
H -0.481 -1.882 1.968
H 0.364 -2.289 0.463
H -1.364 1.148 1.621
H -2.524 0.938 0.378
H -2.460 -0.216 1.733